{"formula": "C37H35CoN6O2S4", "method": "ωB97M-V/def2-TZVPD", "s_squared": 0.77, "lumo_ev": [2.41, 2.41], "total_energy_ha": -4885.59784, "relative_energy_kcal_mol": 7.01, "multiplicity": 2, "total_charge": -1, "orbital_gap_ev": [7.190, 7.151], "symbols": ["Co", "C", "S", "C", "S", "N", "N", "C", "C", "C", "C", "C", "C", "N", "H", "H", "H", "H", "H", "H", "H", "H", "C", "C", "C", "C", "C", "C", "C", "S", "O", "O", "N", "C", "C", "C", "C", "C", "N", "H", "H", "H", "H", "H", "H", "H", "H", "H", "H", "H", "C", "C", "C", "C", "C", "C", "C", "C", "S", "C", "N", "C", "C", "C", "C", "C", "C", "C", "C", "H", "H", "H", "H", "H", "H", "H", "H", "H", "H", "H", "H", "H", "H", "H", "H"], "xyz": [[0.311, 0.074, -1.216], [-2.489, -0.054, 3.855], [-2.704, 1.012, 2.418], [-1.323, 0.566, 1.406], [-1.153, 1.529, 0.010], [-0.602, -0.427, 1.832], [0.433, -0.806, 0.981], [1.187, -1.668, 1.541], [2.315, -2.344, 0.890], [2.980, -3.350, 1.591], [4.012, -4.028, 0.966], [4.340, -3.688, -0.336], [3.621, -2.666, -0.949], [2.643, -2.002, -0.353], [-3.337, 0.147, 4.510], [-1.558, 0.173, 4.370], [-2.485, -1.100, 3.558], [0.956, -1.978, 2.561], [2.682, -3.594, 2.603], [4.547, -4.815, 1.485], [5.131, -4.198, -0.870], [3.840, -2.369, -1.971], [-7.476, 1.572, -1.148], [-6.122, 1.109, -1.620], [-5.717, 1.318, -2.936], [-4.460, 0.928, -3.364], [-3.585, 0.327, -2.468], [-3.974, 0.101, -1.158], [-5.240, 0.489, -0.744], [-1.971, -0.137, -3.060], [-1.201, 1.080, -3.207], [-2.226, -0.916, -4.252], [-1.268, -0.962, -1.889], [-1.561, -2.287, -1.637], [-2.708, -2.955, -2.120], [-2.910, -4.270, -1.769], [-1.990, -4.923, -0.952], [-0.898, -4.187, -0.532], [-0.678, -2.919, -0.857], [-8.190, 1.611, -1.971], [-7.412, 2.573, -0.716], [-7.873, 0.908, -0.379], [-6.398, 1.791, -3.635], [-4.150, 1.082, -4.389], [-3.287, -0.364, -0.465], [-5.531, 0.319, 0.286], [-3.408, -2.447, -2.766], [-3.788, -4.790, -2.134], [-2.115, -5.956, -0.657], [-0.141, -4.644, 0.102], [2.604, 2.792, 4.819], [1.772, 3.344, 3.653], [1.652, 4.867, 3.792], [0.367, 2.743, 3.733], [2.463, 3.007, 2.332], [3.762, 3.489, 2.082], [4.435, 3.188, 0.914], [3.793, 2.396, -0.032], [4.394, 1.788, -1.543], [2.894, 0.943, -1.775], [2.006, 1.124, -0.843], [2.496, 1.930, 0.179], [1.842, 2.230, 1.373], [2.627, -0.005, -2.841], [3.538, -0.302, -3.857], [3.258, -1.342, -4.720], [2.079, -2.064, -4.547], [1.173, -1.740, -3.546], [1.408, -0.685, -2.652], [2.122, 3.029, 5.771], [3.610, 3.216, 4.834], [2.696, 1.707, 4.741], [1.159, 5.121, 4.733], [1.062, 5.280, 2.973], [2.630, 5.352, 3.783], [-0.091, 3.013, 4.687], [0.388, 1.653, 3.665], [-0.280, 3.111, 2.935], [4.261, 4.099, 2.824], [5.442, 3.548, 0.747], [0.849, 1.839, 1.516], [4.460, 0.263, -3.961], [3.946, -1.596, -5.517], [1.858, -2.887, -5.218], [0.261, -2.319, -3.477]]}

{"formula": "C37H35N4PPd", "method": "ωB97M-V/def2-TZVPD", "s_squared": 2.01, "lumo_ev": [-4.71, -7.14], "total_energy_ha": -2118.72034, "relative_energy_kcal_mol": 20.66, "multiplicity": 3, "total_charge": 2, "orbital_gap_ev": [8.743, 6.800], "symbols": ["Pd", "C", "C", "C", "C", "C", "C", "C", "N", "N", "C", "C", "C", "C", "C", "C", "N", "C", "C", "C", "C", "C", "C", "N", "H", "H", "H", "H", "H", "H", "H", "H", "H", "H", "H", "H", "H", "H", "H", "H", "H", "H", "H", "H", "C", "C", "C", "C", "C", "C", "P", "C", "C", "C", "C", "C", "C", "C", "C", "C", "C", "C", "C", "H", "H", "H", "H", "H", "H", "H", "H", "H", "H", "H", "H", "H", "H", "H"], "xyz": [[0.102, -0.682, 0.545], [0.703, -3.674, 0.442], [2.175, -3.436, 0.796], [2.870, -2.327, 0.052], [4.167, -2.543, -0.412], [4.858, -1.522, -1.035], [4.231, -0.294, -1.183], [2.937, -0.159, -0.718], [2.274, -1.147, -0.118], [-0.279, -2.913, 1.234], [-0.126, -3.109, 2.681], [0.593, -1.977, 3.381], [0.812, -2.051, 4.756], [1.411, -0.988, 5.407], [1.811, 0.113, 4.659], [1.572, 0.108, 3.297], [0.960, -0.903, 2.678], [-1.629, -3.307, 0.808], [-2.032, -2.724, -0.519], [-2.697, -3.492, -1.465], [-3.221, -2.878, -2.592], [-3.110, -1.501, -2.694], [-2.433, -0.811, -1.703], [-1.862, -1.403, -0.660], [0.501, -4.748, 0.570], [0.544, -3.423, -0.615], [2.721, -4.358, 0.589], [2.287, -3.238, 1.864], [4.627, -3.509, -0.275], [5.860, -1.681, -1.403], [4.731, 0.536, -1.655], [2.416, 0.787, -0.829], [0.369, -4.066, 2.904], [-1.120, -3.164, 3.141], [0.504, -2.929, 5.306], [1.559, -1.013, 6.475], [2.290, 0.954, 5.131], [1.878, 0.944, 2.677], [-2.353, -2.909, 1.531], [-1.734, -4.401, 0.788], [-2.827, -4.549, -1.304], [-3.728, -3.452, -3.353], [-3.538, -0.963, -3.523], [-2.371, 0.266, -1.742], [1.589, 5.769, -0.544], [0.660, 5.426, 0.426], [0.180, 4.132, 0.510], [0.627, 3.174, -0.396], [1.594, 3.509, -1.345], [2.064, 4.804, -1.419], [-0.124, 1.520, -0.507], [-1.718, 1.754, 0.361], [-1.650, 1.370, 1.705], [-2.743, 1.505, 2.540], [-3.923, 2.026, 2.034], [-3.999, 2.410, 0.704], [-2.904, 2.281, -0.138], [-0.393, 1.418, -2.309], [0.019, 0.273, -2.988], [-0.171, 0.174, -4.355], [-0.790, 1.207, -5.043], [-1.188, 2.352, -4.372], [-0.979, 2.469, -3.011], [1.936, 6.788, -0.620], [0.296, 6.177, 1.108], [-0.559, 3.882, 1.258], [1.950, 2.768, -2.050], [2.788, 5.072, -2.172], [-0.692, 1.044, 2.117], [-2.667, 1.235, 3.582], [-4.775, 2.152, 2.683], [-4.915, 2.840, 0.326], [-2.989, 2.600, -1.168], [0.482, -0.546, -2.435], [0.163, -0.703, -4.888], [-0.953, 1.123, -6.105], [-1.656, 3.158, -4.914], [-1.262, 3.373, -2.493]]}

{"formula": "C37H35N5OSe2SiTc", "method": "ωB97M-V/def2-TZVPD", "s_squared": 3.79, "lumo_ev": [-6.53, -7.63], "total_energy_ha": -6952.48747, "relative_energy_kcal_mol": 136.98, "multiplicity": 4, "total_charge": 2, "orbital_gap_ev": [6.723, 5.637], "symbols": ["Tc", "Se", "Se", "C", "C", "C", "C", "C", "N", "C", "C", "C", "C", "C", "N", "H", "H", "H", "H", "H", "H", "H", "H", "C", "C", "C", "C", "N", "C", "C", "C", "C", "C", "C", "N", "H", "H", "H", "H", "H", "H", "H", "H", "C", "C", "C", "C", "Si", "O", "C", "C", "C", "C", "C", "C", "C", "C", "C", "C", "C", "C", "H", "H", "H", "H", "H", "H", "H", "H", "H", "H", "H", "H", "H", "H", "H", "H", "H", "H", "H", "N", "C"], "xyz": [[-0.496, 1.146, 0.113], [1.840, 2.900, 2.903], [0.064, 4.173, 3.686], [-0.949, 4.491, 2.097], [-1.729, 5.547, 1.937], [-2.385, 5.632, 0.568], [-1.280, 5.470, -0.466], [-0.523, 4.412, -0.253], [-0.911, 3.600, 0.930], [1.209, 1.254, 3.645], [2.003, 0.358, 4.368], [1.489, -0.927, 4.694], [0.177, -1.240, 4.487], [-0.751, -0.217, 3.974], [-0.060, 0.970, 3.446], [-1.885, 6.310, 2.693], [-2.969, 6.536, 0.434], [-1.150, 6.162, -1.292], [0.332, 4.085, -0.830], [3.026, 0.616, 4.617], [2.161, -1.656, 5.133], [-0.234, -2.209, 4.759], [-1.529, 0.021, 4.703], [-3.296, 4.345, 0.427], [-3.954, 4.284, -0.917], [-3.642, 3.375, -1.837], [-2.614, 2.392, -1.539], [-2.159, 2.208, -0.353], [-2.369, 3.168, 0.718], [-1.885, 1.640, -2.574], [-2.305, 1.488, -3.870], [-1.479, 0.812, -4.766], [-0.269, 0.339, -4.318], [0.088, 0.532, -2.985], [-0.698, 1.163, -2.118], [-4.076, 4.395, 1.186], [-4.689, 5.052, -1.140], [-4.089, 3.390, -2.823], [-2.659, 2.646, 1.620], [-3.262, 1.881, -4.190], [-1.788, 0.663, -5.793], [0.407, -0.194, -4.975], [1.019, 0.154, -2.603], [3.565, -0.808, -1.585], [3.096, -1.413, -0.250], [3.297, -0.376, 0.858], [4.000, -2.627, 0.070], [1.274, -1.916, -0.338], [0.435, -0.416, -0.118], [0.705, -2.589, -1.970], [-0.616, -2.366, -2.387], [-1.123, -2.966, -3.534], [-0.314, -3.805, -4.290], [0.994, -4.049, -3.890], [1.495, -3.450, -2.740], [0.650, -3.113, 0.941], [1.412, -4.137, 1.529], [0.833, -5.060, 2.392], [-0.520, -4.977, 2.692], [-1.295, -3.979, 2.114], [-0.714, -3.066, 1.245], [4.646, -0.628, -1.542], [3.100, 0.163, -1.777], [3.373, -1.462, -2.438], [4.360, -0.117, 0.939], [2.973, -0.772, 1.826], [2.745, 0.548, 0.661], [5.052, -2.326, 0.004], [3.859, -3.458, -0.629], [3.834, -2.997, 1.082], [-1.272, -1.729, -1.796], [-2.153, -2.791, -3.830], [-0.706, -4.279, -5.181], [1.623, -4.716, -4.468], [2.518, -3.671, -2.444], [2.464, -4.244, 1.302], [1.437, -5.853, 2.820], [-0.972, -5.700, 3.362], [-2.355, -3.912, 2.337], [-1.347, -2.306, 0.794], [-1.334, -0.421, 2.603], [-0.750, 0.621, 2.141]]}